(1)
Below is C15H30BeINO3 as an isolated structure at a distorted geometry, with properties calculated with ωB97M-V/def2-TZVPD.

Results
Total energy (eV): -32153.7323
Strongest force on any atom (eV/A): 2.51
Net charge: +2
Highest occupied orbital energy (hartree): -0.50278

Positions of all 51 atoms, in Å:
C 0.049698 -1.278748 1.447717
C 1.004539 -0.704904 2.507764
N 2.338884 -0.329245 1.965864
C 2.289727 0.632647 0.778563
C 1.332175 1.826359 0.948791
C 0.237840 1.839160 -0.134765
C -1.055478 2.527193 0.287183
C -2.073045 2.424599 -0.874277
C -2.820350 1.070287 -0.860818
C -4.286659 1.272198 -0.452758
C -4.938696 0.040428 0.147189
O -5.391952 -0.794884 -0.886258
C -6.326182 -1.782826 -0.487220
C 3.034426 -1.572986 1.536217
O 2.742115 -2.646305 1.939385
O 4.044521 -1.313142 0.701325
C 3.944619 -1.943646 -0.634564
C 4.289667 -0.929255 -1.728109
C 5.476210 -1.391987 -2.580540
I 5.379885 -0.574227 -4.543509
H 0.541225 -1.668511 0.560259
H -0.715272 -0.550178 1.200023
H -0.473297 -2.109945 1.915468
H 0.527607 0.135277 3.000052
H 1.134206 -1.451810 3.284541
H 3.294929 1.027475 0.648924
H 2.043710 0.095467 -0.134859
H 0.931968 1.921151 1.956567
H 1.932925 2.717611 0.774368
H -0.014591 0.835399 -0.486134
H 0.634215 2.371002 -1.000127
H -0.887308 3.591278 0.450530
H -1.502204 2.041296 1.157677
H -1.472249 2.465504 -1.784392
H -2.763994 3.262373 -0.866706
H -2.325740 0.431021 -0.121712
H -2.744287 0.579551 -1.829145
H -4.840585 1.639374 -1.313644
H -4.288853 2.040650 0.323901
H -4.209224 -0.482810 0.785741
H -5.780713 0.353733 0.773469
H -5.793175 -2.718124 -0.295304
H -6.873758 -1.480417 0.405224
H -7.032157 -1.915258 -1.302559
H 2.923783 -2.287480 -0.792456
H 4.589788 -2.813789 -0.705429
H 4.529972 0.042112 -1.298544
H 3.441654 -0.808166 -2.399675
H 6.435597 -1.086264 -2.175674
H 5.476602 -2.470430 -2.707748
Be 4.007283 -0.077810 2.900183

Forces on atoms 1 to 2 (eV/Å):
-0.1 0.1 0.4
-0.8 -0.4 0.9

---

(2)
Below is a 2-piece molecular cluster, CH3FP2 overall at a distorted geometry, with properties calculated with ωB97M-V/def2-TZVPD.

Results
Total energy (eV): -22375.7667
Relative energy (zero: lowest compared OMol25 entry of this formula, charge and spin) (kcal per mole): 81.9
Strongest force on any atom (eV/A): 3.21
Highest occupied orbital energy (spin up / spin down) (hartree): -0.33321 / -0.32838

Positions of all 7 atoms, in Å:
C 0.283021 0.826135 0.106173
F 1.209042 0.711411 0.987377
P 0.352376 2.071304 -0.937837
P -0.940284 -1.629681 0.184802
H -0.602907 1.450051 -1.701629
H 0.375608 -1.820971 -0.147482
H -0.676856 -1.608250 1.508596

Forces on atoms 1 to 2 (eV/Å):
-1.3 -2.9 -0.2
1.0 -0.5 2.0

---

(3)
Below is a 3-piece molecular cluster, C4H14N2O4 overall at a distorted geometry, with properties calculated with ωB97M-V/def2-TZVPD.

Results
Total energy (eV): -15534.9568
Relative energy (zero: lowest compared OMol25 entry of this formula, charge and spin) (kcal per mole): 47.2
Expectation value of S²: 0.757
Strongest force on any atom (eV/A): 4.06
Net charge: +1
Multiplicity: 2
Highest occupied orbital energy (spin up / spin down) (hartree): -0.54376 / -0.54329

Positions of all 24 atoms, in Å:
C 1.151363 1.466217 -0.243225
C 0.920783 -0.030049 -0.005712
C 2.149293 -0.856269 0.143218
O 2.898762 -0.455928 1.307663
N 0.045831 -0.377826 -1.120923
C -1.120433 -1.173360 -0.796934
N -1.794123 -1.459741 -1.957946
O -1.536018 -1.476292 0.281830
H 0.180545 1.916300 -0.390176
H 1.813876 2.056623 0.384889
H 1.736952 1.515496 -1.195310
H 0.223326 -0.099115 0.834908
H 1.898727 -1.880758 0.506329
H 2.878720 -0.962435 -0.665062
H 3.372928 0.385237 1.263422
H 0.597694 -0.717582 -1.929882
H -2.697451 -1.840356 -1.693758
H -1.754253 -0.857164 -2.777012
H -3.360266 1.511870 0.312420
H -2.742237 1.414101 -1.195302
O -3.453092 1.694038 -0.628993
H 0.015690 1.193585 2.348939
H 1.573167 1.284046 2.108989
O 0.828622 1.638970 2.580088

Forces on atoms 1 to 2 (eV/Å):
1.5 0.4 -2.6
-2.8 1.8 0.1